# 1
Entry from the Open Molecules 2025 dataset: a cluster of 7 separate species, C36H93N7O11 in total at a distorted geometry (ωB97M-V with the def2-TZVPD basis set).

```
147
Properties=species:S:1:pos:R:3:forces:R:3
C -1.4748 4.6585 0.9533 -0.4 0.2 0.4
O -0.6617 5.7923 0.7817 0.2 -0.2 -0.3
C -0.7408 6.6718 1.8753 -0.3 -0.1 -0.2
C 0.2743 7.7632 1.6945 0.8 0.4 -0.1
C 1.7008 7.2075 1.6644 -0.4 -0.7 0.4
N 0.0563 8.7687 2.7410 0.2 0.1 0.0
H -2.5344 4.9421 1.0611 0.1 0.0 -0.1
H -1.1885 4.1373 1.8739 0.0 -0.2 -0.2
H -1.3778 4.0168 0.0822 0.2 -0.1 0.0
H -1.7412 7.1217 1.9171 0.0 -0.1 0.2
H -0.5421 6.1288 2.8147 -0.1 0.0 0.0
H 0.1092 8.2424 0.7249 -0.3 0.1 0.1
H 2.4461 7.9950 1.5808 0.0 0.0 -0.1
H 1.8047 6.4678 0.8682 0.1 0.2 -0.2
H 1.8768 6.6411 2.5901 0.1 0.2 0.0
H 0.3859 8.4229 3.6388 -0.1 -0.2 0.0
H 0.6472 9.5744 2.5627 -0.1 0.0 -0.1
C -1.4239 1.0911 -1.8376 0.0 0.2 -0.4
O -0.6541 0.2959 -0.9764 0.0 -0.1 0.2
C -0.4271 0.9089 0.2713 -0.2 0.7 0.1
C -0.0113 -0.1099 1.3014 0.8 0.0 0.1
C -0.9283 -1.3329 1.3498 -0.1 1.0 -0.4
N 0.0171 0.5810 2.6008 0.1 -0.1 0.0
H -1.5188 0.5683 -2.7892 0.0 -0.1 0.1
H -0.9334 2.0520 -2.0534 -0.1 0.0 0.1
H -2.4236 1.2808 -1.4296 0.0 0.0 0.0
H 0.3512 1.6889 0.1948 0.0 -0.1 -0.1
H -1.3133 1.4627 0.6298 -0.2 -0.4 -0.1
H 1.0102 -0.4112 1.0085 -0.1 -0.2 0.1
H -1.0686 -1.6100 2.3925 0.0 -0.4 -0.1
H -0.5548 -2.1250 0.7072 0.0 -0.2 0.3
H -1.8892 -1.0080 0.9409 -0.1 -0.3 0.2
H 0.5160 1.4642 2.5051 -0.2 0.1 -0.2
H 0.5909 0.0325 3.2371 -0.2 -0.2 0.0
C 1.0859 -1.7661 -2.6347 -0.2 0.2 0.8
O 2.1616 -2.4357 -3.2264 0.1 -0.5 -0.3
C 2.7919 -1.7043 -4.2552 0.0 0.5 -0.1
C 1.9605 -1.5461 -5.5362 -0.4 -0.2 0.4
C 1.7901 -2.8875 -6.2382 0.1 0.1 -0.1
N 2.5071 -0.5335 -6.4283 0.2 0.0 -0.1
H 1.4056 -0.8155 -2.1862 -0.1 0.1 -0.3
H 0.7157 -2.3582 -1.7941 0.2 -0.2 -0.1
H 0.2316 -1.6113 -3.3006 0.1 0.1 -0.1
H 3.0438 -0.6986 -3.8785 0.1 -0.1 0.0
H 3.7191 -2.2293 -4.5008 0.0 0.0 0.1
H 0.9647 -1.2246 -5.2115 0.0 0.2 -0.2
H 1.5581 -2.7612 -7.2968 -0.1 0.1 0.0
H 0.9788 -3.4517 -5.7831 0.1 -0.2 0.1
H 2.7241 -3.4523 -6.1673 -0.1 -0.1 0.0
H 3.2244 -0.9398 -7.0217 0.0 0.0 0.0
H 2.9686 0.2054 -5.8948 -0.1 -0.2 0.0
C -4.6089 -9.4221 2.3330 -0.2 0.1 -0.3
O -3.9542 -8.3299 1.7355 0.1 0.2 0.0
C -4.5893 -7.8800 0.5481 -0.3 -0.8 0.2
C -4.1165 -6.4877 0.2592 0.0 0.2 -0.1
N -2.7325 -6.4968 -0.1714 0.1 0.0 -0.1
C -2.2677 -5.2320 -0.7292 -0.5 0.0 -0.3
C -0.7585 -5.1418 -0.8470 0.4 0.3 -0.5
O -0.0715 -4.4901 0.2014 0.0 0.1 0.0
C -0.2343 -5.0797 1.4581 0.3 -1.1 0.4
H -4.6830 -10.2667 1.6367 0.1 -0.1 0.1
H -5.6268 -9.1350 2.6294 0.1 -0.1 0.1
H -4.0371 -9.7086 3.2102 0.0 -0.1 0.0
H -5.6816 -7.9498 0.6707 0.1 0.4 0.1
H -4.3543 -8.5580 -0.2853 0.2 0.1 0.0
H -4.2668 -5.8699 1.1572 -0.1 0.0 0.0
H -4.7414 -6.0697 -0.5361 0.1 0.0 0.0
H -2.1429 -6.8064 0.5891 0.0 0.0 0.0
H -2.7117 -4.3559 -0.2255 0.4 0.0 0.2
H -2.6496 -5.1461 -1.7561 -0.1 -0.2 0.1
H -0.5002 -4.5569 -1.7335 -0.1 0.1 0.1
H -0.3190 -6.1297 -1.0455 -0.2 -0.1 0.3
H 0.6837 -4.9630 2.0401 -0.2 0.5 0.0
H -0.3196 -6.1799 1.3937 -0.1 0.2 -0.2
H -1.1076 -4.7178 2.0065 0.0 0.2 0.0
C -7.9552 2.4522 1.5101 -0.3 -0.3 0.4
O -6.6433 1.9657 1.6764 0.0 0.1 -0.1
C -5.9187 2.6891 2.6545 0.2 -0.1 -0.3
C -4.5935 1.9848 2.8609 -0.4 0.1 0.2
N -4.8072 0.6796 3.4735 0.3 0.3 -0.2
C -3.5946 -0.1771 3.3770 -1.8 0.4 -0.1
C -3.7974 -1.3722 4.2864 0.7 -0.3 0.6
O -4.5235 -2.4337 3.7044 -0.3 0.1 -0.4
C -3.8062 -3.1759 2.7355 -0.1 -0.2 0.8
H -8.3371 2.0873 0.5595 0.1 0.1 -0.1
H -8.0097 3.5448 1.5493 0.1 0.0 -0.2
H -8.6143 2.0718 2.3048 0.1 0.0 0.0
H -6.4965 2.7346 3.5843 0.1 0.0 0.1
H -5.7217 3.7033 2.2807 -0.1 0.1 0.1
H -3.9975 2.6111 3.5326 0.2 -0.1 -0.1
H -4.1017 1.9345 1.8761 0.1 0.0 0.1
H -5.5680 0.2543 2.9528 0.1 -0.2 0.1
H -2.7552 0.4617 3.6413 0.3 -0.3 0.0
H -3.5465 -0.5185 2.3411 0.7 0.0 -0.1
H -4.3734 -1.0471 5.1522 -0.1 0.0 0.0
H -2.8472 -1.7685 4.6866 0.0 0.1 -0.3
H -4.4653 -3.9826 2.4223 0.0 0.1 -0.2
H -2.9309 -3.6456 3.2075 0.1 0.1 -0.1
H -3.4928 -2.5703 1.8876 0.0 0.0 -0.2
C 1.7259 -2.3260 4.8577 -0.2 0.8 0.2
O 2.1190 -1.0688 4.3230 0.0 -0.2 0.1
C 3.5268 -0.9104 4.2702 0.2 0.3 -0.2
C 3.8267 0.1161 3.1960 0.0 -0.3 0.2
N 3.1487 1.3658 3.4997 0.2 0.2 -0.1
C 3.2198 2.2786 2.3680 -0.6 0.0 0.0
C 2.4934 3.5964 2.5850 0.4 0.2 -0.1
O 1.0911 3.4604 2.7499 0.2 -0.3 0.2
C 0.6450 3.4927 4.0979 -0.1 -0.2 -0.1
H 2.0360 -3.1364 4.1971 0.0 -0.1 0.1
H 0.6414 -2.2917 4.9502 0.0 -0.2 -0.1
H 2.1309 -2.4346 5.8680 0.1 -0.3 -0.1
H 3.9924 -1.8718 4.0326 0.1 0.0 -0.1
H 3.9414 -0.5374 5.2159 -0.3 -0.2 0.2
H 3.5306 -0.3291 2.2316 0.0 0.2 -0.1
H 4.9017 0.3156 3.1779 0.0 -0.1 -0.1
H 2.1779 1.1553 3.6881 0.0 0.0 0.0
H 2.7661 1.8127 1.4735 0.2 0.0 -0.1
H 4.2671 2.5058 2.1554 0.0 -0.1 -0.1
H 2.6432 4.1942 1.6808 -0.1 0.0 0.0
H 2.9490 4.1544 3.4126 -0.2 -0.1 0.1
H -0.3968 3.1720 4.0904 -0.1 0.3 0.0
H 0.7501 4.5062 4.4927 -0.1 0.0 0.2
H 1.1612 2.7754 4.7443 0.3 0.2 -0.1
C 7.5499 -0.4513 -7.9646 -0.1 -0.3 -0.5
O 6.4876 0.4518 -7.8336 -0.1 0.3 0.4
C 6.0190 0.5467 -6.4915 0.9 0.1 -0.5
C 5.0428 1.6969 -6.4454 -0.4 0.1 0.1
N 4.2425 1.6638 -5.2180 0.5 0.4 -0.2
C 3.2818 2.7538 -5.1734 -0.8 0.3 0.3
C 2.2400 2.4978 -4.1028 0.1 -0.1 0.1
O 2.8579 2.6159 -2.8387 0.2 0.0 0.0
C 1.9289 2.5010 -1.7942 -0.3 0.0 0.2
H 7.9273 -0.3475 -8.9825 0.0 0.0 0.0
H 7.1844 -1.4797 -7.8448 0.2 0.0 0.2
H 8.3784 -0.2586 -7.2758 -0.1 0.1 0.2
H 6.8914 0.7673 -5.8555 -0.2 -0.1 0.2
H 5.6124 -0.4189 -6.1707 -0.3 0.1 0.1
H 4.3620 1.6332 -7.2982 0.0 -0.1 0.0
H 5.5780 2.6495 -6.5520 0.1 -0.1 -0.1
H 4.8802 1.8006 -4.4391 -0.2 -0.2 0.2
H 2.7255 2.8405 -6.1118 0.3 -0.3 -0.1
H 3.7235 3.7434 -4.9849 0.2 -0.1 -0.1
H 1.8351 1.4822 -4.2288 0.0 0.1 0.0
H 1.4033 3.2075 -4.1746 0.1 0.0 -0.1
H 2.4388 2.6154 -0.8383 0.2 0.0 -0.1
H 1.4331 1.5209 -1.7955 0.0 0.1 -0.1
H 1.1663 3.2914 -1.8642 0.0 -0.1 0.0
```
Positions in Å, forces in eV/Å.

Properties
2S+1   1
SMILES   COC[C@H](C)N.COC[C@H](C)N.COC[C@H](C)N.COCCNCCOC.COCCNCCOC.COCCNCCOC.COCCNCCOC
Energy relative to the best compared isomer or geometry (same formula, charge and spin)   0.00 kJ/mol
Orbital gap   0.3370 Ha



# 2
Entry from the Open Molecules 2025 dataset: a structure of composition C3H3LaO3 at a distorted geometry (ωB97M-V with the def2-TZVPD basis set).

```
10
Properties=species:S:1:pos:R:3:forces:R:3
H 1.1183 -1.0148 3.4222 0.7 0.0 0.6
O -0.2371 1.7246 0.6330 0.1 0.2 1.2
C -0.3589 1.7155 -0.6544 -0.1 0.1 -3.1
C -0.4644 0.5453 -1.3612 0.4 -1.7 -0.5
O -0.4278 -0.6991 -0.5337 0.4 0.6 2.3
C 0.1619 -0.7900 -1.7968 0.0 1.5 2.3
O 0.1365 -2.0561 -2.1764 -0.7 0.2 -1.8
La 0.1712 -0.1058 1.8555 -1.3 -0.6 -0.8
H -0.4432 2.6698 -1.1903 0.2 -0.3 0.2
H 0.9982 -2.4679 -2.0358 0.2 0.1 -0.4
```
Positions in Å, forces in eV/Å.

Properties
2S+1   2
Charge   +1
Energy relative to the best compared isomer or geometry (same formula, charge and spin)   445.66 kJ/mol
<S²>   0.7653
Orbital gap (spin up / spin down)   0.2432 / 0.2757 Ha



# 3
Entry from the Open Molecules 2025 dataset: a structure of composition C41H58Br3F3NO19S at a distorted geometry (ωB97M-V with the def2-TZVPD basis set).

```
126
Properties=species:S:1:pos:R:3:forces:R:3
C 0.9460 -0.6192 -1.3229 -0.4 1.0 0.1
C 0.3154 0.1989 -0.1534 0.6 -1.8 -0.4
C 1.3133 0.9265 0.7151 -0.1 1.1 -1.1
O 0.4989 1.5384 1.6995 0.5 0.0 1.1
C 1.1604 2.4684 2.5287 0.0 0.8 -0.1
N -0.6795 1.1795 -0.6594 0.9 -0.9 0.2
H -1.4843 0.6945 -1.0886 -0.9 0.6 -0.7
H -0.9467 1.8447 0.0562 -0.3 -0.3 0.2
H -0.1645 1.7351 -1.3830 0.0 0.7 -1.5
H 1.5858 -1.4264 -0.9628 0.3 0.3 0.3
H 1.4542 0.0744 -1.9960 0.2 -0.2 -0.2
H 0.1921 -1.1040 -1.9448 -0.2 0.3 0.0
H -0.1731 -0.5669 0.4537 -0.3 0.5 0.3
H 1.7999 1.7248 0.1411 -0.2 0.2 -0.3
H 2.1917 0.3620 1.0368 -0.5 -0.6 0.7
H 2.0161 2.0844 3.0887 -0.1 -0.5 0.0
H 0.4205 2.9063 3.1988 -0.1 -0.4 0.2
H 1.5356 3.3432 1.9878 0.1 -0.3 -0.4
C 3.7187 -1.0771 -3.9697 -1.6 0.7 -2.0
O 3.0707 -0.9270 -5.1773 0.7 -1.0 0.9
H 3.2423 -1.8305 -3.3038 0.3 0.3 -0.2
H 4.7744 -1.3319 -4.1831 0.8 -0.3 0.8
H 3.6847 -0.1602 -3.3559 0.2 0.2 0.0
C -4.3843 0.4137 -1.2195 2.0 1.1 -0.5
O -3.2821 0.7106 -1.9878 -0.3 -0.6 0.7
H -4.6780 -0.6404 -1.3383 -0.9 1.3 0.6
H -4.1178 0.6138 -0.1621 -0.3 -0.7 0.9
H -5.2173 1.1313 -1.3476 -0.7 -0.1 -0.5
S 0.1303 2.3849 -3.9230 -0.6 -4.8 -4.2
O 1.2087 2.5118 -4.9312 0.2 2.1 1.0
O -1.0864 3.1127 -4.2622 -0.3 2.0 0.3
O -0.1948 0.9364 -3.9615 -0.4 -0.3 1.2
O 0.5710 2.6357 -2.5311 1.2 1.9 3.2
C -0.9210 -4.7283 -2.3874 1.3 -0.3 -0.3
C 0.0852 -4.4462 -3.5410 -1.1 -0.8 1.9
C -0.3101 -5.0164 -4.8942 0.3 0.4 0.0
O -0.2068 -3.8768 -5.7292 -0.6 -1.8 -0.7
C -0.0522 -2.7463 -5.0169 1.2 2.5 -0.2
O 0.0135 -1.6815 -5.5167 -0.5 -0.8 0.7
O 0.1457 -3.0459 -3.6706 -0.1 -0.3 -1.3
H -0.4789 -4.3269 -1.4747 -0.3 0.4 0.0
H -1.0063 -5.7965 -2.1721 -0.2 -0.1 -0.3
H -1.8860 -4.2722 -2.6001 0.0 0.0 0.1
H 1.0615 -4.8564 -3.2683 0.1 0.2 0.1
H -1.3007 -5.4761 -4.9216 -0.3 0.4 0.0
H 0.3854 -5.7984 -5.2044 0.2 0.2 -0.2
C 4.8844 1.3241 -1.5443 -0.1 -0.8 1.8
C 5.1387 0.5757 -0.2106 1.1 0.5 -1.5
C 6.6141 0.5513 0.2983 -0.8 -0.9 -0.7
O 6.5643 1.2432 1.5226 0.2 0.8 0.5
C 5.3022 1.6292 1.7937 -0.5 -0.6 1.1
O 4.9684 2.1022 2.8496 0.3 0.3 -0.6
O 4.4624 1.2795 0.8234 -0.2 0.1 0.6
H 3.8545 1.0334 -1.7501 0.2 0.4 -0.9
H 5.6157 0.9694 -2.2678 -0.4 0.1 -0.3
H 4.9172 2.4003 -1.3773 0.2 0.0 -0.1
H 4.7637 -0.4396 -0.3302 -0.2 0.0 0.4
H 7.3015 1.0129 -0.4106 0.0 0.2 0.1
H 6.9241 -0.4716 0.5122 0.1 0.0 -0.2
C -5.8073 3.0297 3.0663 -0.5 -0.3 0.6
C -5.1326 2.0549 2.1025 0.1 1.1 0.6
C -3.6345 2.2651 1.8764 -1.3 -0.1 -0.1
O -3.0708 1.0054 2.3044 1.2 0.6 -0.1
C -3.9973 0.2163 2.8644 0.1 -0.6 -0.4
O -3.8430 -0.8545 3.3946 0.4 1.1 -0.4
O -5.1814 0.7843 2.7013 -1.9 -0.7 0.4
H -5.4903 2.8996 4.1041 0.6 -0.2 -0.1
H -6.8665 2.7713 3.1359 -0.1 0.2 -0.3
H -5.6994 4.0951 2.8653 0.0 -0.1 -0.5
H -5.6175 2.0672 1.1264 -0.3 -0.4 0.2
H -3.2968 3.1238 2.4530 0.5 -0.5 0.0
H -3.6163 2.4636 0.8045 1.3 -0.4 0.0
C 4.1286 -5.5788 -3.7563 -0.3 -0.6 0.4
C 4.1642 -4.1157 -3.3357 0.3 -0.3 -1.0
C 3.1689 -3.7441 -2.2451 -0.2 -0.3 -1.2
O 3.9070 -2.8575 -1.4090 0.6 -0.3 0.7
C 5.2369 -2.9994 -1.6696 -0.4 0.2 -0.8
O 6.1467 -2.4692 -1.0912 -0.6 -0.2 0.2
O 5.4082 -3.8045 -2.7296 1.2 -0.3 1.1
H 3.1266 -5.8984 -4.0520 -0.2 0.4 -0.2
H 4.3439 -6.2423 -2.9149 0.2 0.2 0.2
H 4.7876 -5.8893 -4.5663 0.2 0.5 0.0
H 4.1860 -3.4362 -4.1905 -1.0 -0.1 -0.1
H 2.8387 -4.6393 -1.7142 0.2 0.0 0.5
H 2.3019 -3.2943 -2.7291 0.1 0.5 0.5
F 0.2420 1.2798 5.4531 -0.3 0.0 -0.1
C 0.6129 0.0464 5.0534 0.6 -1.0 -0.3
C 1.7002 -0.5273 5.6987 -0.2 -0.6 0.0
C 2.1128 -1.7938 5.2767 0.2 0.3 0.0
C 1.4938 -2.4346 4.2287 -0.3 -0.4 0.2
C 0.4186 -1.8546 3.5706 0.4 0.0 0.3
C -0.0233 -0.6071 3.9902 0.1 0.9 -0.1
H 2.1890 -0.0459 6.5338 0.0 0.2 -0.1
H 2.9600 -2.3219 5.6942 0.1 0.3 0.4
H 1.8347 -3.4396 4.0176 0.0 0.0 -0.4
H 0.0015 -2.3845 2.7260 -0.3 0.3 0.0
H -0.7591 -0.0583 3.4175 -0.2 -0.1 0.1
F -0.8916 -2.6833 0.6358 -0.1 0.1 0.1
C -2.1690 -2.9497 0.3001 -1.1 -1.2 -0.9
C -2.8324 -2.2433 -0.6632 0.4 1.1 -0.7
C -4.1191 -2.5855 -1.0939 1.4 -0.4 -0.1
C -4.6940 -3.7266 -0.5802 -1.2 -0.9 -0.1
C -4.0174 -4.5511 0.2839 1.9 1.1 1.1
C -2.7416 -4.1254 0.7249 -0.2 -1.2 0.9
H -2.3148 -1.4364 -1.1712 -0.3 0.4 0.0
H -4.4898 -1.9711 -1.9014 -0.3 -0.8 0.0
H -5.6814 -4.1191 -0.7948 -0.2 0.6 -0.6
H -4.4714 -5.4492 0.6768 0.1 -0.1 0.0
H -2.1372 -4.7151 1.4046 -0.2 -0.3 0.1
F -1.7679 4.5351 3.2101 -0.4 0.4 0.0
C -2.8295 5.3388 3.4245 -0.8 0.5 0.8
C -3.2675 5.5301 4.7456 0.9 0.8 0.1
C -4.2755 6.4442 4.9913 -0.8 -0.7 -1.1
C -5.0207 6.9305 3.9146 -0.5 0.4 0.4
C -4.6845 6.6826 2.5932 1.4 -0.3 0.6
C -3.5059 5.9430 2.3655 0.0 -0.7 0.0
H -2.7452 5.1598 5.6172 0.3 -0.5 -0.3
H -4.6322 6.6637 5.9874 0.2 -0.1 0.1
H -5.9037 7.4911 4.1946 -0.1 0.2 -0.4
H -5.2416 7.0908 1.7635 -0.1 -0.1 0.0
H -3.1368 5.7038 1.3763 -0.1 0.2 -0.2
C 1.1916 5.3333 -0.7716 0.0 0.7 0.2
Br 2.9711 4.9264 -0.0073 -0.9 0.3 -0.7
Br 1.1302 7.0922 -1.7386 0.2 -1.1 0.7
Br -0.1295 5.3237 0.6887 0.4 0.1 -0.6
H 0.8698 4.5647 -1.4848 0.3 -0.4 -0.2
```
Positions in Å, forces in eV/Å.

Properties
2S+1   1
Charge   -3
Orbital gap   0.0890 Ha



# 4
Entry from the Open Molecules 2025 dataset: a cluster of 2 separate species, C4H8NO3 in total at a distorted geometry (ωB97M-V with the def2-TZVPD basis set).

```
16
Properties=species:S:1:pos:R:3:forces:R:3
C -1.5138 0.9051 2.8628 -0.1 -1.8 -0.9
C -0.4097 0.4050 1.8182 -2.1 2.1 0.8
O 0.7066 0.8794 1.8701 0.7 -0.6 0.2
N -0.9542 -0.2969 0.8172 0.9 -1.8 -0.7
H -0.3382 -0.9789 0.1772 -0.2 1.5 0.1
H -1.9196 -0.5738 0.8642 0.0 0.1 0.4
H -2.0093 1.8153 2.5466 0.5 0.5 0.1
H -1.1936 0.8677 3.8966 0.4 0.6 0.0
H -2.3155 0.1651 2.8115 -0.2 -0.1 0.1
C 1.2535 0.6964 -1.4555 -0.4 -0.7 -0.4
C 0.5772 -0.6165 -1.9288 0.4 -0.6 1.1
O 0.4435 -1.5053 -0.9943 0.0 0.3 -0.7
O 0.2135 -0.7470 -3.0922 -0.1 0.2 -0.6
H 1.9506 1.1062 -2.1943 -0.2 -0.1 0.0
H 1.7539 0.4584 -0.5248 0.0 0.4 0.2
H 0.4192 1.3837 -1.2999 0.3 0.2 0.2
```
Positions in Å, forces in eV/Å.

Properties
2S+1   1
Charge   -1
Energy relative to the best compared isomer or geometry (same formula, charge and spin)   87.88 kJ/mol
Orbital gap   0.3003 Ha